{"formula": "C2H4NOP", "method": "wB97M-V/def2-TZVPD", "gap_ev": 8.87, "max_force_ev_per_a": 4.6, "smiles": "C=[PH]=NC=O", "e_lumo_ev": -0.40, "de_lowest_kj_mol": 202.41, "homo_energy_ev": -9.269, "mol_weight_da": 89.03, "symbols": ["C", "P", "N", "C", "O", "H", "H", "H", "H"], "xyz": [[-1.151, 0.318, 0.112], [0.107, -0.301, -0.777], [1.606, -0.289, -0.282], [1.862, -0.335, 1.006], [1.215, -0.630, 1.956], [-2.113, 0.530, -0.181], [-0.656, 0.597, 1.143], [0.047, -0.558, -2.108], [2.843, -0.050, 1.247]], "atomic_forces_ev_per_a": [[4.40, -0.37, 1.43], [-0.78, 1.20, 1.94], [-1.13, -0.45, -2.62], [2.11, 0.56, 0.72], [-2.84, -0.97, 1.92], [-1.97, 0.33, -0.51], [-1.65, -0.65, -1.91], [-0.35, -0.24, -0.85], [2.21, 0.60, -0.13]], "lowdin_charge": [-0.213, 0.887, -0.198, -0.579, 0.006, -0.038, 0.064, -0.020, 0.092]}